(P)
Molecular formula: C4H8N2
Method: DFT, wB97M-V/def2-TZVPD

ORCA input file:
```
! wB97M-V def2-TZVPD RIJCOSX def2/J DEFGRID3
* xyz 0 1
C 1.54 -0.83 0.42
N 0.65 0.06 0.84
C -0.53 0.39 0.27
C -1.26 -0.59 -0.60
C -1.19 1.51 0.81
N -1.75 2.45 1.23
H 1.25 -1.60 -0.27
H 2.52 -0.82 0.86
H 1.40 0.40 -1.31
H 0.99 0.72 1.53
H 0.76 0.81 -1.32
H -2.04 -0.07 -1.17
H -0.60 -1.08 -1.32
H -1.74 -1.36 0.01
*
```

The HOMO-LUMO gap (spin up / spin down) is 0.30375 / 0.30372 Ha. The HOMO energy (spin up / spin down) is -7.761 / -7.761 eV.

***

(Q)
Molecular formula: C4H8N2
Method: DFT, wB97M-V/def2-TZVPD

ORCA input file:
```
! wB97M-V def2-TZVPD RIJCOSX def2/J DEFGRID3
* xyz 0 1
C -0.97 0.54 0.18
N 0.54 0.65 0.13
N -1.76 1.68 0.02
C -1.14 -0.76 0.24
C 0.76 -0.96 0.31
C 1.60 -1.52 -0.61
H -1.60 2.24 -0.80
H -1.89 2.25 0.84
H 0.93 0.94 -0.77
H 1.06 1.11 0.88
H -2.10 -1.26 0.23
H 0.90 -1.21 1.36
H 1.52 -1.27 -1.66
H 2.13 -2.43 -0.36
*
```

The HOMO-LUMO gap is 0.24896 Ha. The HOMO energy is -6.245 eV.

***

Energies relative to the most stable structure are (P) 0.0000; (Q) 0.0710, reported in hartree.